[1]
{"formula": "C3H10N4O", "method": "ωB97M-V/def2-TZVPD", "elements": ["H", "N", "C", "N", "H", "H", "H", "C", "C", "O", "N", "N", "H", "H", "H", "H", "H", "H"], "positions_angstrom": [[-3.045220, 1.505047, 0.509857], [-2.496012, 0.795658, 0.995483], [-1.407560, 0.531950, 0.354213], [-1.221356, 0.866757, -0.973354], [-0.508960, 0.403773, 1.107768], [-0.265606, 1.038942, -1.274720], [-1.891286, 1.499644, -1.390528], [1.859901, 0.811943, 0.622939], [1.408223, -0.540882, 0.126375], [2.220451, -1.039512, -0.663494], [0.200714, -1.334868, 0.307845], [-0.299784, -2.244223, -0.655804], [2.721996, 0.729234, 1.286531], [1.049929, 1.357807, 1.109332], [2.262433, 1.419193, -0.195798], [-0.007204, -1.596157, 1.272581], [0.431948, -2.454087, -1.340312], [-1.012608, -1.750220, -1.198915]], "forces_ev_per_a": [[-0.71, -0.82, -0.54], [0.91, 0.16, 0.17], [-0.18, 3.12, 3.15], [1.28, -0.31, -0.10], [-2.43, -0.09, -2.38], [-0.33, -0.11, 0.03], [-0.04, -0.20, 0.20], [-1.02, 0.52, 1.06], [1.42, -3.45, -2.93], [-0.92, 0.61, 0.27], [1.51, 0.79, 0.94], [0.83, 0.20, -0.33], [-0.30, -0.33, 0.24], [0.39, 0.25, 0.20], [-0.45, -0.47, -0.21], [-0.15, 0.13, -0.63], [0.11, -0.10, 0.53], [0.08, 0.09, 0.32]], "homo_lumo_gap_ev": 9.455, "e_above_lowest_ev": 4.189, "lumo_ha": 0.026, "smiles": "[H]/N=C\\N.CC(=O)NN"}

=====

[2]
{"formula": "C41H79BrIN2O16PS5", "method": "ωB97M-V/def2-TZVPD", "elements": ["C", "C", "O", "C", "C", "O", "C", "C", "O", "C", "C", "C", "N", "C", "S", "O", "C", "C", "C", "C", "C", "O", "C", "C", "C", "C", "I", "P", "C", "O", "N", "Br", "C", "C", "C", "O", "C", "C", "O", "H", "H", "H", "H", "H", "H", "H", "H", "H", "H", "H", "H", "H", "H", "H", "H", "H", "H", "H", "H", "H", "H", "H", "H", "H", "H", "H", "H", "H", "H", "H", "H", "H", "H", "H", "H", "H", "H", "H", "H", "H", "H", "H", "H", "H", "H", "H", "O", "S", "O", "C", "C", "C", "C", "H", "H", "H", "H", "H", "H", "H", "H", "O", "S", "O", "C", "C", "C", "C", "H", "H", "H", "H", "H", "H", "H", "H", "O", "S", "O", "C", "C", "C", "C", "H", "H", "H", "H", "H", "H", "H", "H", "O", "S", "O", "C", "C", "C", "C", "H", "H", "H", "H", "H", "H", "H", "H"], "positions_angstrom": [[5.868303, -0.634744, 3.525996], [5.158485, 0.454474, 4.450397], [5.171252, 0.034603, 5.840013], [3.906382, 0.334765, 6.464564], [2.720948, -0.665571, 5.981757], [1.849353, 0.081496, 5.077312], [0.832057, 0.713135, 5.893144], [0.264704, 2.079814, 5.271897], [0.928452, 2.465096, 4.036613], [-0.020145, 3.222642, 3.202793], [-0.690338, 2.180095, 2.195083], [-2.310195, 2.195335, 2.222705], [-2.776686, 3.641711, 2.372140], [-3.820225, 3.707727, 3.106075], [-5.212150, 3.972688, 3.939811], [-2.914801, 1.708898, 1.022943], [-3.543448, 0.411124, 1.176753], [-4.825745, 0.416864, 2.173861], [-5.921619, -0.715121, 1.856573], [-6.675268, -1.192604, 3.219739], [-6.875489, -2.794018, 3.064278], [-5.789858, -3.539745, 3.667217], [-5.279560, -4.559100, 2.787765], [-2.493755, -0.765232, 1.462210], [-2.711548, -1.582012, 2.816055], [-2.117787, -0.868904, 4.130732], [-1.499813, -3.427249, 2.582530], [-4.285058, 0.014974, -0.553591], [-2.912499, -0.289633, -1.816364], [-5.026321, 1.514254, -1.026892], [-0.199105, 2.246806, 0.797015], [-0.426924, 3.929486, 0.013384], [1.182680, 1.713384, 0.645116], [1.146274, 0.099251, 0.578439], [2.560988, -0.540364, 0.202164], [2.330377, -1.960932, -0.012591], [3.535716, -2.666108, -0.164569], [3.478437, -4.030030, -0.992211], [4.638329, -2.335541, 0.315522], [5.229623, -1.576621, 3.390446], [6.024445, -0.147480, 2.502622], [6.874340, -0.976612, 3.946395], [5.739773, 1.439164, 4.379830], [4.116881, 0.663142, 4.039061], [3.581670, 1.405253, 6.186677], [3.967764, 0.315947, 7.611060], [2.160160, -1.091316, 6.872857], [3.208643, -1.521975, 5.417010], [1.198049, 0.929522, 6.951093], [-0.039133, -0.036748, 5.948019], [0.401498, 2.952674, 6.008531], [-0.864879, 1.919403, 5.119340], [-0.740693, 3.716249, 3.931242], [0.593148, 4.039729, 2.711210], [-0.399170, 1.136667, 2.581715], [-2.612014, 1.662217, 3.177560], [-5.342402, 1.432095, 2.005854], [-4.508934, 0.429465, 3.278531], [-6.751041, -0.392784, 1.143555], [-5.362235, -1.653150, 1.497305], [-5.994835, -1.077093, 4.140653], [-7.690854, -0.703561, 3.351779], [-7.880904, -3.109309, 3.495986], [-6.903045, -3.100012, 1.954064], [-4.547707, -4.164131, 1.996769], [-4.660967, -5.273319, 3.441262], [-6.079404, -5.171488, 2.259297], [-2.557427, -1.536385, 0.608376], [-1.434593, -0.360673, 1.431973], [-3.765269, -1.958224, 2.995768], [-2.900910, -0.197012, 4.606389], [-1.932631, -1.717175, 4.885084], [-1.106942, -0.376318, 3.967978], [-1.864430, -0.304885, -1.355347], [-2.973769, 0.449619, -2.675020], [-3.072572, -1.338420, -2.259631], [-4.287972, 2.117942, -1.287624], [1.873716, 2.085103, 1.469815], [1.590032, 2.076569, -0.366738], [0.284918, -0.281149, -0.080605], [0.912830, -0.269111, 1.645489], [3.039093, -0.082018, -0.719127], [3.220037, -0.439898, 1.126243], [2.453368, -4.500181, -0.806607], [4.243985, -4.796122, -0.627791], [3.631829, -3.822638, -2.104896], [7.415229, -5.736579, -4.887090], [6.410028, -4.806407, -4.427735], [5.279761, -5.225748, -3.629280], [7.226529, -3.451202, -3.602776], [7.518577, -2.452888, -4.715417], [6.255848, -2.412938, -5.578678], [5.824748, -3.860170, -5.829988], [8.124371, -3.809217, -3.099829], [6.527331, -3.034789, -2.873771], [7.767587, -1.468596, -4.315508], [8.366014, -2.798619, -5.316274], [5.464291, -1.881073, -5.041170], [6.425731, -1.883771, -6.518496], [4.740627, -3.951334, -5.899944], [6.290505, -4.266437, -6.729036], [-3.886543, 1.301183, -4.931401], [-2.847418, 2.300128, -5.029521], [-1.485862, 2.037250, -4.623728], [-2.839355, 2.947401, -6.692356], [-3.829677, 4.104311, -6.650591], [-3.545013, 4.847973, -5.343569], [-3.420909, 3.798817, -4.236330], [-3.121010, 2.165609, -7.396882], [-1.829064, 3.301663, -6.907269], [-3.721500, 4.755981, -7.519603], [-4.854563, 3.720017, -6.641098], [-2.603946, 5.399162, -5.435892], [-4.327772, 5.573400, -5.112624], [-2.702766, 4.101181, -3.473505], [-4.387132, 3.587750, -3.774721], [-10.211876, -1.504917, -0.888316], [-9.171842, -0.509812, -1.009707], [-7.805393, -0.771820, -0.618903], [-9.183055, 0.120679, -2.678693], [-10.169503, 1.280658, -2.636469], [-9.866160, 2.036745, -1.340910], [-9.730983, 0.998814, -0.224812], [-9.475461, -0.667546, -3.371539], [-8.174240, 0.469967, -2.909796], [-10.070391, 1.923139, -3.513406], [-11.195334, 0.899505, -2.610240], [-8.924678, 2.584068, -1.450725], [-10.643950, 2.766891, -1.107515], [-9.002395, 1.306981, 0.525637], [-10.691456, 0.795328, 0.251154], [8.941212, 0.228839, -3.941873], [9.494536, 0.975664, -2.833969], [9.019037, 2.292899, -2.480265], [9.461300, -0.060081, -1.381095], [10.785306, -0.812111, -1.424582], [11.838376, 0.223590, -1.825351], [11.275547, 1.016761, -3.007062], [8.592341, -0.716956, -1.412415], [9.407917, 0.592857, -0.507635], [11.015846, -1.273361, -0.462601], [10.741506, -1.604885, -2.178321], [12.024110, 0.898334, -0.983854], [12.789382, -0.246450, -2.083917], [11.615270, 2.052409, -2.995737], [11.532819, 0.551680, -3.959946]], "forces_ev_per_a": [[-0.21, 0.14, 0.08], [0.83, -0.02, -0.99], [-1.50, 0.40, -0.23], [-1.06, 0.23, 0.35], [1.27, 0.52, -0.16], [-0.27, -0.20, 1.83], [-0.79, 0.05, -0.23], [0.08, -0.04, 0.27], [-1.49, 0.05, 0.51], [0.47, -0.35, 0.87], [-0.64, -0.01, 0.06], [1.04, 0.58, 0.03], [-4.11, -0.98, 3.21], [1.03, 1.14, -1.53], [2.88, -0.65, -1.53], [0.53, -0.52, 2.16], [-0.45, -0.59, -0.54], [-0.40, 1.26, -0.58], [0.32, -0.39, 1.88], [0.85, -1.58, -0.70], [-0.82, 0.38, -0.77], [-0.38, 0.05, -1.14], [1.07, -1.01, 0.14], [-0.42, -0.67, -0.02], [0.80, 0.79, 0.31], [-0.47, -1.45, 0.31], [-0.37, 0.51, 0.00], [-1.21, 0.21, -0.50], [0.97, -0.24, -0.09], [2.21, -0.86, 0.11], [0.32, -1.02, 0.75], [0.11, 0.01, 0.10], [0.73, -0.54, -1.13], [-0.09, 0.04, 0.97], [-0.76, 0.80, 1.27], [2.32, -0.49, -0.83], [2.32, -0.99, 0.55], [-1.23, 0.16, 0.61], [-3.41, 0.02, -1.22], [0.79, 1.43, 0.19], [-0.15, -0.83, 1.32], [-1.35, 0.68, -0.50], [-0.71, -1.24, 0.10], [1.14, -0.41, 0.77], [0.38, -1.49, 0.34], [0.50, -0.21, -1.70], [0.50, 0.52, -1.12], [-0.72, 1.09, 0.54], [-0.33, -0.32, -1.37], [1.14, 1.10, 0.23], [-0.29, -1.31, -0.86], [1.54, 0.33, 0.04], [0.57, -0.47, -1.31], [-0.92, -1.11, 0.23], [-0.27, 1.59, -0.63], [0.20, 0.19, -1.37], [0.86, -1.35, 0.23], [-0.42, -0.30, -1.61], [1.76, -0.52, 0.69], [-1.03, 1.50, 0.13], [-1.19, 0.10, -1.25], [1.37, -0.46, -0.01], [1.29, 0.22, -0.20], [-0.14, 0.80, 1.49], [-1.14, -0.23, 0.98], [-0.97, 1.04, -0.91], [0.74, 0.87, 0.75], [0.05, 1.15, 1.18], [-1.33, -0.46, 0.04], [1.32, 0.52, -0.30], [1.10, -0.48, -0.68], [-0.30, 1.40, -0.95], [-1.40, -0.45, -0.02], [-1.37, 0.32, -0.71], [0.17, -0.84, 1.11], [0.03, 1.60, 0.70], [-0.85, -0.35, 0.42], [-0.68, -0.54, -0.93], [-0.63, -0.40, 1.55], [1.48, 0.75, 0.67], [0.32, 0.34, -1.55], [-0.57, -0.52, 1.12], [-0.55, 0.08, -1.45], [1.26, 0.68, -0.59], [-0.84, 1.54, -0.47], [-0.26, -0.30, 1.59], [-0.30, -0.06, 0.16], [-0.02, 0.09, 0.21], [0.23, -0.27, -0.17], [0.23, 0.36, 0.10], [0.05, 0.13, -0.06], [-0.03, 0.14, 0.01], [-0.25, 0.32, -0.46], [-0.14, -0.17, -0.01], [0.01, -0.11, -0.02], [-0.03, -0.24, -0.12], [-0.03, 0.01, 0.07], [0.07, -0.04, -0.03], [-0.04, -0.05, 0.08], [0.12, -0.21, 0.05], [0.00, -0.09, 0.15], [0.30, 0.01, 0.11], [0.32, 0.04, -0.13], [-0.39, -0.27, 0.05], [-0.10, 0.20, -0.44], [-0.15, 0.05, -0.02], [0.03, 0.21, -0.07], [-0.17, 0.49, 0.29], [0.08, -0.08, 0.17], [-0.04, -0.09, 0.08], [-0.02, -0.07, 0.06], [0.08, 0.00, -0.04], [-0.07, -0.06, 0.01], [0.08, -0.06, 0.01], [-0.04, -0.23, -0.01], [0.09, -0.13, -0.06], [0.30, 0.02, 0.11], [0.20, -0.02, -0.17], [-0.53, -0.31, -0.06], [-0.05, 0.21, -0.45], [-0.16, 0.03, 0.00], [0.05, 0.24, -0.07], [-0.17, 0.50, 0.28], [0.08, -0.08, 0.17], [-0.02, -0.09, 0.09], [-0.01, -0.07, 0.06], [0.08, 0.00, -0.04], [-0.06, -0.07, 0.01], [0.07, -0.06, 0.01], [-0.04, -0.21, -0.02], [0.10, -0.13, -0.05], [0.02, 0.41, 0.09], [-0.04, 0.32, 0.38], [-0.11, -0.31, -0.39], [0.03, -0.37, 0.31], [0.08, -0.13, -0.05], [0.14, -0.02, 0.16], [0.59, 0.01, -0.08], [-0.05, 0.17, -0.07], [-0.05, 0.01, -0.12], [-0.04, 0.02, -0.09], [-0.03, 0.03, 0.07], [-0.03, -0.06, -0.07], [-0.08, 0.07, 0.01], [-0.20, -0.05, -0.12], [-0.15, 0.05, 0.04]], "homo_lumo_gap_ev": 7.948, "lumo_ha": 0.000, "smiles": "CCOCCOCCOC[C@@H]([C@@H](N=C=S)O[C@](CCCCOC)(C[C@H](C)I)P(C)O)N(Br)CCCOC(C)=O.O=S1(=O)CCCC1.O=S1(=O)CCCC1.O=S1(=O)CCCC1.O=S1(=O)CCCC1"}

=====

[3]
{"formula": "H24O12", "method": "ωB97M-V/def2-TZVPD", "elements": ["O", "H", "H", "O", "H", "H", "O", "H", "H", "O", "H", "H", "O", "H", "H", "O", "H", "H", "O", "H", "H", "O", "H", "H", "O", "H", "H", "O", "H", "H", "O", "H", "H", "O", "H", "H"], "positions_angstrom": [[0.855289, 0.244176, 0.247341], [0.498942, 0.288253, -0.653635], [0.381691, -0.517362, 0.576965], [-1.131334, -1.315147, -0.477916], [-1.757850, -1.413207, -1.214622], [-1.375858, -0.463745, -0.216880], [2.877902, -3.512738, -1.998962], [1.903657, -3.737746, -1.761719], [3.462749, -4.006776, -1.469179], [-3.027990, -1.149626, 2.018782], [-3.226861, -2.058118, 2.143392], [-3.849392, -0.546805, 1.982614], [-1.777236, 2.213232, 0.997310], [-2.438617, 2.642400, 0.452381], [-1.193355, 2.900413, 1.248673], [0.243816, 3.754941, -2.410578], [0.337888, 2.754299, -2.281956], [0.780538, 4.018164, -1.674817], [3.208722, 0.216992, 2.671994], [3.960717, -0.081964, 2.201083], [3.201873, -0.193637, 3.602986], [2.672675, 3.758117, 0.308664], [3.244736, 3.715416, 1.065596], [1.823072, 4.036231, 0.777563], [-3.790577, 0.590623, -1.169853], [-4.086882, -0.145547, -1.734156], [-4.453854, 0.677788, -0.518365], [1.993214, -1.260102, -2.187346], [1.316601, -1.706530, -2.765194], [2.798700, -1.535155, -2.447556], [-4.006814, -1.399621, 0.176567], [-4.498556, -2.233115, 0.107257], [-3.238140, -1.534379, -0.522529], [2.217447, -1.839835, 1.692510], [1.839322, -2.340805, 2.359315], [1.887968, -0.926156, 1.794688]], "forces_ev_per_a": [[-0.19, 0.73, -0.24], [0.67, 0.00, 0.25], [0.14, -0.39, 0.20], [-0.54, -2.28, -1.76], [0.85, -0.36, -0.15], [-0.59, 2.56, 1.39], [-3.08, -0.37, -0.87], [2.97, 0.53, -0.19], [0.69, -1.16, 1.18], [0.66, 3.62, 3.08], [-0.86, -0.73, 0.15], [2.11, -2.26, 0.29], [-0.94, -1.08, -0.31], [-0.12, 0.03, -0.22], [0.99, 0.94, 0.41], [-0.11, -2.70, 0.06], [-0.42, 1.95, -0.64], [0.63, 0.74, 0.60], [-1.19, 0.93, 3.35], [1.10, -0.81, -0.45], [0.41, 0.83, -2.46], [-2.37, 0.89, 0.75], [0.82, -0.26, 0.41], [1.49, -0.62, -1.17], [1.30, 0.52, -2.33], [-0.07, 0.70, 0.47], [-1.02, -0.14, 1.08], [-6.08, 2.06, 0.29], [1.42, 0.75, 0.84], [4.03, -1.76, -1.36], [-0.06, -2.36, -5.09], [-0.02, 0.12, -0.02], [-2.48, 0.42, 2.77], [0.52, 0.98, -2.20], [-1.21, -1.47, 1.99], [0.54, -0.54, -0.09]], "homo_lumo_gap_ev": 9.293, "e_above_lowest_ev": 6.159, "lumo_ha": -0.002, "smiles": "O.O.O.O.O.O.O.O.O.O.O.O"}